# 1
14
Properties=species:S:1:pos:R:3 method="wB97M-V/def2-TZVPD" gap_ev=9.624 e_lumo_ev=-0.17 fmax_ev_per_a=9.5 e_above_lowest_kcal_mol=138.0
C 0.681 -1.254 0.500
C -0.009 0.602 -0.471
C -0.817 1.807 -0.187
H 0.183 -1.557 2.318
H 1.179 -2.854 1.643
H 0.794 -1.302 -1.261
H -0.377 2.242 0.826
H -1.939 1.527 0.047
H -1.029 1.672 -2.376
N 0.852 -1.835 1.733
N 0.990 -1.823 -0.453
O 0.042 -0.034 0.708
O 0.093 0.103 -1.586
O -0.645 2.707 -1.442

***

# 2
15
Properties=species:S:1:pos:R:3 method="wB97M-V/def2-TZVPD" gap_ev=8.489 e_lumo_ev=3.95 total_charge=-1 fmax_ev_per_a=7.3 e_above_lowest_kcal_mol=41.9
C -0.955 0.557 0.825
C 1.070 0.793 -0.290
C 0.737 -0.539 0.181
N -0.032 1.538 0.247
N 0.065 -0.402 1.380
O -1.616 -0.146 -0.142
O -0.200 -0.784 -2.428
O -1.050 -2.488 -0.795
P -0.506 -1.156 -1.010
H -1.806 0.880 1.462
H 2.071 1.060 0.065
H 1.199 0.855 -1.337
H 2.052 -1.258 0.448
H -0.511 2.265 -0.254
H -0.519 -1.175 1.648

***

# 3
15
Properties=species:S:1:pos:R:3 method="wB97M-V/def2-TZVPD" gap_ev=9.438 smiles="CNC(=O)O.O=C=NO" e_lumo_ev=0.45 fmax_ev_per_a=6.9 e_above_lowest_kcal_mol=119.4
C 0.611 -1.752 0.874
N 0.806 -0.449 0.234
C 0.121 -0.123 -1.019
O 0.647 0.578 -1.858
O -1.026 -0.829 -1.158
H -0.453 -1.972 0.866
H 1.012 -1.715 1.886
H 1.109 -2.537 0.305
H 1.786 -0.195 0.152
H -1.533 -0.401 -1.869
O 0.232 1.694 2.280
C -0.085 1.410 1.176
N -0.942 1.580 0.278
O -1.501 2.297 -0.743
H -0.783 2.413 -1.404

***

# 4
13
Properties=species:S:1:pos:R:3 method="wB97M-V/def2-TZVPD" gap_ev=9.313 e_lumo_ev=0.21 fmax_ev_per_a=6.4 e_above_lowest_kcal_mol=132.2
C -2.391 -0.259 -0.037
C -0.096 0.140 0.247
C 2.780 0.648 -0.025
H -2.315 0.596 -0.749
H -2.824 -0.077 1.171
H -3.180 -1.167 -0.756
H 0.486 -1.618 0.066
H 3.784 0.672 -0.274
H 1.942 1.401 0.018
N 0.969 -0.723 0.297
N 2.377 -0.649 -0.048
O -1.163 -0.678 0.016
S -0.369 1.714 0.074

***

# 5
13
Properties=species:S:1:pos:R:3 method="wB97M-V/def2-TZVPD" gap_ev=8.218 smiles="NC(N)=CC(O)=S" e_lumo_ev=0.45 fmax_ev_per_a=6.0 e_above_lowest_kcal_mol=53.5
N -2.043 0.404 -0.128
C -0.856 -0.127 0.086
N -0.856 -1.461 0.232
C 0.321 0.647 -0.035
C 1.715 0.368 0.059
O 2.663 1.305 0.185
S 2.158 -1.379 -0.081
H -2.771 0.051 0.503
H -2.168 1.525 -0.451
H -0.012 -1.948 0.095
H -1.735 -1.901 -0.082
H 0.049 1.780 -0.209
H 3.535 0.736 -0.173

***

# 6
13
Properties=species:S:1:pos:R:3 method="wB97M-V/def2-TZVPD" gap_ev=8.998 e_lumo_ev=0.43 fmax_ev_per_a=4.7 e_above_lowest_kcal_mol=89.2
C -2.060 -0.607 -0.042
N -1.425 0.777 -0.320
C -0.207 0.581 -0.291
N 0.488 -0.724 -0.004
S 2.184 -0.752 -0.300
C 1.997 0.945 0.166
O 0.804 1.456 -0.357
H -3.133 -0.307 0.324
H -1.968 -1.211 -0.986
H -1.409 -1.165 0.919
H 0.134 -1.534 -0.355
H 1.851 0.884 1.362
H 2.744 1.656 -0.116

***

# 7
13
Properties=species:S:1:pos:R:3 method="wB97M-V/def2-TZVPD" gap_ev=9.172 smiles="C1=NSCCON1" e_lumo_ev=0.85 fmax_ev_per_a=2.5 e_above_lowest_kcal_mol=91.4
C -0.079 -1.780 0.013
N 1.160 -1.640 0.080
S 2.072 -0.256 -0.214
C 0.999 1.098 0.262
C -0.401 1.239 -0.355
O -1.256 0.230 0.220
N -1.162 -1.006 -0.361
H -0.328 -2.790 0.375
H 1.587 2.034 0.092
H 0.731 0.966 1.338
H -0.453 1.158 -1.387
H -0.854 2.184 0.044
H -2.017 -1.436 -0.107

***

# 8
13
Properties=species:S:1:pos:R:3 method="wB97M-V/def2-TZVPD" gap_ev="7.469 / 7.447" e_lumo_ev="-0.20 / -0.23" fmax_ev_per_a=4.1 e_above_lowest_kcal_mol=135.1
C -2.633 0.251 0.305
C -0.418 -0.812 0.004
C 1.912 -0.630 -0.322
N 0.503 1.381 -0.004
N 0.656 -0.058 0.110
O -0.590 -1.995 -0.187
S -3.974 -0.576 0.331
H -2.638 1.362 0.213
H 2.136 -0.626 -1.435
H 2.644 -0.026 0.216
H 2.087 -1.622 -0.046
H -0.556 1.473 -0.034
H 0.871 1.877 0.848

***

# 9
14
Properties=species:S:1:pos:R:3 method="wB97M-V/def2-TZVPD" gap_ev="7.563 / 7.573" e_lumo_ev="0.24 / 0.43" fmax_ev_per_a=5.6 e_above_lowest_kcal_mol=151.4
C -2.682 -0.125 0.220
C -0.127 0.004 0.247
C 2.319 1.149 -0.371
N -2.005 -1.286 -0.187
N -0.718 -1.209 -0.138
O 1.921 -1.411 0.290
S -1.379 1.121 0.854
S 1.523 -0.120 0.906
H -3.001 0.455 -0.652
H -3.169 -0.354 1.069
H -0.247 -2.335 -0.511
H 3.146 1.387 0.163
H 1.851 2.103 -0.569
H 2.569 0.623 -1.321

***

# 10
14
Properties=species:S:1:pos:R:3 method="wB97M-V/def2-TZVPD" gap_ev="7.259 / 7.263" e_lumo_ev="-0.18 / -0.18" fmax_ev_per_a=4.8 e_above_lowest_kcal_mol=95.6
C -1.333 -0.569 0.957
C -0.136 -0.322 -1.058
C 1.146 -0.699 -0.277
N -1.334 -0.573 -0.312
N 1.078 -0.401 1.084
O -1.801 -0.632 2.032
S 0.706 2.614 0.558
S 1.585 1.017 1.660
H -0.222 0.742 -1.583
H -0.216 -0.961 -2.022
H 1.063 -1.807 -0.514
H 1.960 -0.237 -0.867
H -2.115 -0.608 -0.886
H -0.381 2.436 1.229

***

# 11
14
Properties=species:S:1:pos:R:3 method="wB97M-V/def2-TZVPD" gap_ev=9.285 e_lumo_ev=-0.11 fmax_ev_per_a=6.8 e_above_lowest_kcal_mol=148.9
C 1.839 1.393 1.902
N 1.340 0.436 1.374
S -0.200 0.903 0.426
C -0.615 -0.825 -0.382
C -1.844 -0.630 -1.200
S -1.472 0.678 -2.522
N -0.072 -1.947 -0.459
O 1.060 -2.364 0.274
H 1.189 2.493 1.543
H 2.855 1.294 2.632
H -2.089 -1.631 -1.659
H -2.536 -0.164 -0.516
H -0.988 1.763 -1.879
H 1.533 -1.399 0.465

***

# 12
14
Properties=species:S:1:pos:R:3 method="wB97M-V/def2-TZVPD" gap_ev=8.188 e_lumo_ev=-0.77 fmax_ev_per_a=1.8 e_above_lowest_kcal_mol=66.0
C -2.405 0.597 0.029
O -1.341 -0.292 0.021
N -0.157 0.396 -0.013
C 0.827 -0.445 -0.005
N 0.683 -1.777 -0.120
C 2.211 0.173 -0.009
S 3.639 -0.629 0.029
S 2.273 1.894 -0.012
H -3.284 -0.017 0.050
H -2.342 1.210 -0.885
H -2.304 1.259 0.939
H -0.235 -2.146 0.041
H 1.487 -2.309 0.177
H 0.948 2.086 -0.242

***

# 13
12
Properties=species:S:1:pos:R:3 method="wB97M-V/def2-TZVPD" gap_ev="7.580 / 7.580" smiles="[H]/P=c1/c[n+]1NC" e_lumo_ev="-6.14 / -6.14" total_charge=+1 fmax_ev_per_a=3.7 e_above_lowest_kcal_mol=67.0
H 2.194 -1.864 1.341
P 2.434 -2.647 0.196
C 1.292 -1.885 -0.747
C 0.490 -1.639 -1.847
N 0.388 -0.713 -0.938
N -0.765 -0.001 -0.200
C -0.378 0.808 0.905
H 0.090 -1.917 -2.797
H -1.313 0.464 -0.919
H -1.317 1.107 1.377
H 0.191 0.212 1.616
H 0.176 1.711 0.645

***

# 14
12
Properties=species:S:1:pos:R:3 method="wB97M-V/def2-TZVPD" gap_ev=9.100 e_lumo_ev=0.57 fmax_ev_per_a=3.0 e_above_lowest_kcal_mol=63.8
C -0.931 -1.112 0.934
C 1.161 -0.353 -0.449
C -0.647 0.134 0.291
N -0.857 -2.140 1.411
N -1.619 0.564 -0.587
S 2.301 0.458 0.570
H 1.387 -1.365 -0.032
H 1.336 -0.391 -1.553
H -0.366 0.952 1.026
H -1.578 1.502 -0.872
H -2.095 -0.042 -1.216
H 1.909 1.793 0.477

***

# 15
12
Properties=species:S:1:pos:R:3 method="wB97M-V/def2-TZVPD" gap_ev=9.112 e_lumo_ev=0.72 fmax_ev_per_a=6.0 e_above_lowest_kcal_mol=64.6
C -0.392 0.367 -1.524
C 0.236 -0.761 -0.995
N 0.307 -1.046 0.428
C -0.253 -0.442 1.547
N -0.414 0.757 1.798
S 0.338 2.173 1.175
H -1.173 1.021 -1.089
H -0.333 0.537 -2.557
H 0.877 -1.366 -1.524
H 0.776 -1.916 0.650
H -0.734 -1.168 2.316
H 0.765 1.844 -0.225

***

# 16
12
Properties=species:S:1:pos:R:3 method="wB97M-V/def2-TZVPD" gap_ev=9.537 smiles="C[C@H]1C=NSN1" e_lumo_ev=0.91 fmax_ev_per_a=4.1 e_above_lowest_kcal_mol=61.2
C -1.414 0.655 -0.314
C -0.335 -0.285 0.307
C 1.049 -0.757 -0.839
N 2.148 -0.273 -0.565
S 2.051 0.872 0.698
N 0.500 0.292 1.313
H -1.058 1.611 -0.478
H -2.404 0.618 0.164
H -1.537 0.250 -1.274
H -0.893 -1.186 0.556
H 1.014 -1.435 -1.609
H 0.879 -0.361 2.044

***

# 17
12
Properties=species:S:1:pos:R:3 method="wB97M-V/def2-TZVPD" gap_ev=9.158 smiles="C1=NNCCS1" e_lumo_ev=0.86 fmax_ev_per_a=5.9 e_above_lowest_kcal_mol=66.0
C -0.898 -1.345 0.818
N -0.583 -0.433 1.585
N 0.266 0.574 1.040
C 0.044 1.104 -0.417
C 0.689 -0.114 -1.038
S -0.535 -1.566 -0.931
H -1.621 -2.184 1.019
H 0.260 1.310 1.780
H 0.647 1.914 -0.468
H -0.972 1.245 -0.636
H 1.774 -0.310 -0.577
H 0.929 -0.193 -2.177

***

# 18
12
Properties=species:S:1:pos:R:3 method="wB97M-V/def2-TZVPD" gap_ev=8.509 smiles="C=NNC(C)=S" e_lumo_ev=0.07 fmax_ev_per_a=3.7 e_above_lowest_kcal_mol=73.6
C -1.060 2.002 -1.427
N 0.052 1.511 -0.884
N -0.160 0.266 -0.276
C 0.963 -0.499 0.209
C 0.528 -1.570 1.261
S 2.573 -0.575 -0.100
H -2.064 1.382 -1.461
H -0.892 3.148 -1.652
H -1.196 -0.011 -0.119
H 0.980 -2.464 0.788
H -0.590 -1.767 1.414
H 0.865 -1.424 2.247

***

# 19
12
Properties=species:S:1:pos:R:3 method="wB97M-V/def2-TZVPD" gap_ev=9.012 smiles="C1=NNCCS1" e_lumo_ev=0.89 fmax_ev_per_a=1.8 e_above_lowest_kcal_mol=35.7
C -0.742 -1.633 0.038
N 0.520 -1.614 -0.122
N 1.160 -0.396 -0.334
C 0.615 0.784 0.375
C -0.685 1.095 -0.321
S -1.875 -0.277 -0.025
H -1.214 -2.581 0.265
H 2.142 -0.611 -0.216
H 1.346 1.584 0.314
H 0.392 0.476 1.427
H -0.549 1.149 -1.421
H -1.110 2.026 0.022

***

# 20
12
Properties=species:S:1:pos:R:3 method="wB97M-V/def2-TZVPD" gap_ev=9.947 smiles="[H]/N=C(/C)SN=C" e_lumo_ev=0.80 fmax_ev_per_a=4.4 e_above_lowest_kcal_mol=51.2
H 1.086 0.025 -1.233
N 1.314 0.836 -0.689
C 0.376 0.890 0.130
C 0.346 1.991 1.164
S -0.893 -0.478 0.488
N -0.382 -1.462 -0.708
C -0.777 -2.611 -1.015
H 0.068 1.669 2.079
H 1.195 2.514 1.236
H -0.336 2.758 0.815
H -0.377 -3.166 -1.817
H -1.621 -2.967 -0.449